37
Properties=species:S:1:pos:R:3:nbo_charge:R:1 method="wB97M-V/def2-TZVPD" max_force_ha_per_bohr=0.0985 total_charge=-3 homo_ev=-1.31 relative_energy_ev=0.259 energy_ha=-4913.2138 gap_ev=6.89
K -0.72813 0.67879 1.18771 0.960
N -3.12384 2.36514 -2.83519 -1.074
S -2.08286 3.55901 -2.72194 2.428
O -0.93394 3.32277 -1.91874 -0.898
O -2.63584 4.86983 -2.86813 -0.946
F -1.42427 3.28140 -4.18363 -0.536
S -3.69504 2.42941 -1.31533 2.426
O -4.70526 3.41685 -1.06791 -0.947
O -2.86395 1.99715 -0.23762 -0.927
F -4.63214 1.13094 -1.47090 -0.519
C -1.87489 -3.21807 0.59028 0.685
F -1.90229 -4.39367 -0.06613 -0.341
F -2.38135 -3.55627 1.80010 -0.355
F -0.64048 -2.78238 0.75732 -0.310
S -2.94915 -2.00129 -0.29620 2.339
O -4.24708 -2.65605 -0.33349 -1.018
O -2.93995 -0.82361 0.56907 -1.041
O -2.40008 -1.76450 -1.60090 -0.947
C 2.27608 -2.38351 -1.32269 0.680
F 1.52567 -3.39624 -1.80492 -0.345
F 2.05646 -2.37859 0.00445 -0.339
F 3.55707 -2.66376 -1.57742 -0.338
S 1.72393 -0.73075 -2.05390 2.349
O 0.71464 -0.23813 -1.13463 -1.011
O 2.94992 0.03144 -2.02167 -0.993
O 1.21792 -1.07535 -3.36138 -0.993
C 3.93424 0.48573 2.62506 0.674
F 3.27756 0.05079 3.72180 -0.355
F 5.22145 0.69655 2.94866 -0.343
F 3.91819 -0.48907 1.71114 -0.323
S 3.13547 2.04002 1.93941 2.359
O 3.55077 3.00091 2.94885 -1.024
O 3.70712 2.17016 0.63671 -0.952
O 1.71128 1.75701 1.97568 -1.027
O 0.48734 -0.54814 3.46917 -0.943
H 1.32239 -1.02333 3.42353 0.487
H -0.12699 -1.16115 3.88378 0.459